Molecular formula: C5H4Cl2
Method: DFT, wB97M-V/def2-TZVPD

As for the HOMO energy: -0.311 Eh. For the strongest force on any atom, the calculation gives 5.9 eV/A. Its structure (SMILES) is ClC1=CCC=C1Cl. The relative energy (zero: lowest compared OMol25 entry of this formula, charge and spin) is 23.11 kcal/mol.

```
11
Properties=species:S:1:pos:R:3:lowdin_charge:R:1
C 0.02063 -0.91276 0.82024 -0.610
C 0.18922 0.47268 1.05848 -0.075
C 0.22408 1.17821 -0.27047 -0.207
C -0.37726 0.16319 -1.14957 -0.090
C -0.27180 -1.07324 -0.52286 -0.799
H 0.56117 0.98041 1.91133 0.089
H 1.34939 1.58884 -0.43578 0.188
H -0.26920 2.15105 -0.33895 0.112
H -0.86916 0.24173 -2.10814 0.105
Cl 0.01670 -2.18937 2.15075 0.552
Cl -0.57376 -2.60075 -1.11502 0.735
```



Molecular formula: C3H5NO2
Method: DFT, wB97M-V/def2-TZVPD

As for the HOMO energy: -0.374 Eh. For the strongest force on any atom, the calculation gives 5.7 eV/A. The relative energy (zero: lowest compared OMol25 entry of this formula, charge and spin) is 62.34 kcal/mol.

```
11
Properties=species:S:1:pos:R:3:lowdin_charge:R:1
C -0.12759 -0.31607 0.53890 -0.359
C 0.09661 1.05754 0.06097 -0.164
C 1.28560 -0.43759 0.10947 -0.465
H -0.71492 -1.16122 -1.31780 0.174
H -2.08291 -0.56765 -0.40390 0.146
H -0.25411 -0.24514 1.58353 0.144
H -0.60777 1.33703 -0.85381 0.157
H -0.07002 1.86018 0.78715 0.119
N -1.07444 -1.08429 -0.19649 0.006
O 1.50322 0.88724 -0.31443 0.064
O 2.04633 -1.33003 0.00641 0.178
```



Molecular formula: C23H41FP2Sm
Method: DFT, wB97M-V/def2-TZVPD

As for the HOMO energy (alpha / beta): -0.333 / -0.333 Eh. For the strongest force on any atom, the calculation gives 4.8 eV/A. As for the charge: +1. The spin multiplicity is 6. The relative energy (zero: lowest compared OMol25 entry of this formula, charge and spin) is 60.17 kcal/mol.

```
68
Properties=species:S:1:pos:R:3:lowdin_charge:R:1
Sm -0.81975 0.09781 1.10736 1.812
C 1.39035 0.91794 0.63089 -0.337
C 0.49337 2.03168 0.79451 -0.363
C 0.74174 0.98983 2.85583 -0.316
C 1.55625 0.29944 1.91322 -0.301
C 0.07907 2.05880 2.17653 -0.353
C 2.02008 0.47077 -0.63816 -0.005
H 1.28487 0.10953 -1.37361 0.061
H 2.72944 -0.34307 -0.45570 0.093
H 2.55968 1.30419 -1.11230 0.111
C 2.43234 -0.86043 2.21600 -0.012
H 3.31879 -0.86168 1.56789 0.092
H 1.88558 -1.79923 2.05360 0.090
H 2.77136 -0.83053 3.26001 0.091
C 0.61609 0.64962 4.29712 -0.009
H 1.59321 0.38771 4.72796 0.097
H -0.04591 -0.21585 4.43706 0.098
H 0.20419 1.49456 4.86233 0.087
C -1.01831 2.87125 2.75525 -0.021
H -0.74251 3.19730 3.76644 0.101
H -1.96859 2.30778 2.83145 0.091
H -1.19680 3.76060 2.13905 0.091
C -0.14632 2.78773 -0.30770 -0.030
H -0.48552 3.76014 0.07048 0.095
H -1.03401 2.28402 -0.75590 0.076
H 0.58395 2.95359 -1.11032 0.101
C -0.16524 -1.50321 -3.58397 -0.096
C 0.40485 -0.29934 -3.72137 -0.140
C -0.29138 1.02086 -3.76998 -0.177
C -1.72107 1.01706 -4.36937 -0.223
C -2.81242 1.04977 -3.37864 -0.194
C -3.12669 0.12254 -2.39273 -0.401
C -2.33132 -1.15862 -2.16365 -0.189
C -1.62646 -1.79216 -3.39192 -0.231
H 0.31622 1.70309 -4.39194 0.119
H -1.83131 0.21206 -5.11754 0.090
H -0.30880 1.48549 -2.76724 0.082
H -2.19458 -1.53697 -4.31503 0.004
H 0.47751 -2.39295 -3.58304 0.109
H 1.49824 -0.22241 -3.81291 0.108
H -1.71659 -2.89083 -3.29723 0.117
H -1.57341 -0.99781 -1.36600 0.064
H -3.37855 0.61013 -1.42276 0.052
H -2.99963 -1.92943 -1.73609 0.110
H -1.82085 1.94837 -4.95907 0.119
H -3.34166 2.00627 -3.33556 0.089
P -4.14554 -0.96709 -4.89028 0.840
C -4.33805 -2.43520 -5.96681 -0.268
C -4.74533 0.33778 -6.04082 -0.249
P -5.41851 -0.17917 -2.17677 0.864
C -5.55595 -1.18635 -3.73454 -0.504
C -6.06358 1.41209 -2.84188 -0.256
C -6.98067 -0.76594 -1.39067 -0.299
H -4.63686 -3.30668 -5.36895 0.042
H -3.37328 -2.63140 -6.45680 0.042
H -5.09519 -2.21250 -6.73044 0.033
H -5.43478 -0.13911 -6.75024 0.036
H -3.87882 0.72453 -6.59530 0.042
H -5.24755 1.16490 -5.52264 0.030
H -7.76967 -0.89350 -2.14565 0.042
H -7.30343 -0.02302 -0.65117 0.033
H -6.80952 -1.72734 -0.89268 0.034
H -5.60612 -2.25174 -3.44752 0.057
H -6.48666 -0.91462 -4.26936 0.058
H -6.62135 1.88923 -2.02523 0.043
H -6.75201 1.23152 -3.67746 0.046
H -5.26494 2.08528 -3.16524 0.017
F -0.46189 -1.96523 1.24086 -0.534
```



Molecular formula: C48H44CoNO6P2Si
Method: DFT, wB97M-V/def2-TZVPD

As for the HOMO energy (alpha / beta): -0.311 / -0.311 Eh. For the strongest force on any atom, the calculation gives 2.0 eV/A. The relative energy (zero: lowest compared OMol25 entry of this formula, charge and spin) is 23.95 kcal/mol.

```
103
Properties=species:S:1:pos:R:3:lowdin_charge:R:1
Co 0.58639 -0.43672 1.43403 0.555
O 1.12114 -0.29067 7.42537 0.099
C 0.96568 -0.29925 6.09066 -0.263
C -0.23590 0.07103 5.47531 0.094
C -0.28105 0.02415 4.10704 -0.140
N 0.76816 -0.35945 3.40724 0.090
C 1.91569 -0.69663 3.96423 -0.137
C 2.06987 -0.68433 5.32488 0.103
C 2.94148 -1.01366 2.90625 -0.541
O 4.06850 -1.32939 3.20785 0.102
O 2.46471 -0.85994 1.69459 -0.116
C -1.41265 0.41840 3.19241 -0.550
O -2.52068 0.65335 3.61650 0.097
O -1.01943 0.49470 1.94667 -0.167
H 0.30615 -0.00687 7.85235 0.120
H -1.10920 0.38887 6.03177 0.138
H 3.01324 -0.95840 5.77943 0.143
C 0.82494 2.95109 0.53488 -0.462
P 1.14973 1.22906 0.03237 1.106
C 2.94468 1.16257 -0.16754 -0.340
C 3.76323 1.60194 0.87417 -0.097
C 5.13849 1.48221 0.77867 -0.063
C 5.70671 0.90618 -0.35263 -0.067
C 4.89739 0.44353 -1.37799 -0.063
C 3.51678 0.55999 -1.28452 -0.077
C 0.43302 1.12605 -1.62400 -0.329
C -0.66261 0.30682 -1.89004 -0.066
C -1.21975 0.29080 -3.16481 -0.059
C -0.68495 1.08470 -4.16710 -0.070
C 0.40256 1.91075 -3.89968 -0.070
C 0.95693 1.93956 -2.63171 -0.104
P -0.78664 3.43825 1.34454 1.070
C -0.66916 5.25656 1.04320 -0.391
C -1.86472 5.98294 1.08071 -0.107
C -1.87323 7.35553 0.89543 -0.083
C -0.68033 8.03970 0.68204 -0.094
C 0.51547 7.33948 0.67904 -0.089
C 0.52145 5.95856 0.86450 -0.104
C -1.97288 2.97452 0.01843 -0.389
C -2.98872 2.07171 0.33348 -0.089
C -3.92263 1.70098 -0.63145 -0.071
C -3.84832 2.23150 -1.91033 -0.086
C -2.84286 3.14074 -2.22927 -0.088
C -1.91409 3.51177 -1.26994 -0.099
H 0.97435 3.51971 -0.38262 0.053
H 1.60077 3.22561 1.24668 0.036
H 3.32828 2.00941 1.78169 0.109
H 5.76641 1.81932 1.59445 0.110
H 6.78250 0.80357 -0.42450 0.107
H 5.33799 -0.02208 -2.25173 0.107
H 2.88863 0.17384 -2.07729 0.098
H -1.06862 -0.31820 -1.10845 0.075
H -2.07376 -0.34593 -3.36569 0.117
H -1.11694 1.06701 -5.16109 0.108
H 0.82064 2.53147 -4.68202 0.106
H 1.80541 2.58520 -2.43094 0.113
H -2.80196 5.46037 1.24635 0.108
H -2.81306 7.89632 0.91823 0.104
H -0.68565 9.11122 0.52261 0.101
H 1.45288 7.86415 0.53129 0.102
H 1.47599 5.44498 0.87035 0.090
H -3.04218 1.65864 1.33469 0.082
H -4.70948 0.99875 -0.37836 0.095
H -4.57350 1.94126 -2.66312 0.105
H -2.78853 3.56509 -3.22613 0.106
H -1.14405 4.23483 -1.52366 0.112
C -0.20600 -5.80730 -0.09498 -0.089
C 0.21524 -4.47334 0.53616 -0.596
C 1.74555 -4.43013 0.66871 -0.085
C -0.42272 -4.33252 1.92809 -0.087
Si -0.38114 -3.00784 -0.50683 0.493
O -0.01786 -1.61249 0.23821 -0.357
C -2.24430 -3.07418 -0.65640 -0.204
C -2.93936 -4.05834 -1.37396 -0.108
C -4.32930 -4.06332 -1.42553 -0.086
C -5.05425 -3.08689 -0.75067 -0.092
C -4.38608 -2.10642 -0.02870 -0.085
C -2.99570 -2.09979 0.01309 -0.081
C 0.45910 -3.02152 -2.18162 -0.203
C 1.82540 -2.70704 -2.24317 -0.099
C 2.53145 -2.79253 -3.43662 -0.086
C 1.88227 -3.18609 -4.60238 -0.094
C 0.52149 -3.45983 -4.57433 -0.088
C -0.18118 -3.37638 -3.37502 -0.088
H 0.18322 -6.64721 0.49744 0.085
H 0.19097 -5.91047 -1.11184 0.081
H -1.29442 -5.91253 -0.13738 0.066
H 2.07826 -5.17958 1.40229 0.087
H 2.10941 -3.45373 1.01032 0.066
H 2.23573 -4.66141 -0.28185 0.076
H -0.06911 -5.13084 2.59551 0.085
H -1.51596 -4.38812 1.88186 0.081
H -0.15762 -3.37747 2.39540 0.063
H -2.39524 -4.84145 -1.89211 0.094
H -4.84756 -4.83000 -1.99166 0.101
H -6.13813 -3.09343 -0.78459 0.100
H -4.94845 -1.34770 0.50664 0.098
H -2.48077 -1.32721 0.58061 0.087
H 2.34255 -2.38570 -1.34114 0.099
H 3.59193 -2.55834 -3.45728 0.099
H 2.43673 -3.27756 -5.52913 0.099
H 0.00395 -3.73799 -5.48788 0.100
H -1.24683 -3.58050 -3.37697 0.086
```